115
Properties=species:S:1:pos:R:3:forces:R:3:mulliken_charge:R:1 method="wB97M-V/def2-TZVPD" total_energy_ha=-14945.637669 lumo_energy_ev=3.8 multiplicity=1 total_charge=-2 max_force_ev_per_a=0.23 orbital_gap_ev=5.8 e_homo_ev=-2.01 de_lowest_kcal_mol=9.19
Ti -0.92050 -0.94116 -2.33275 0.1 0.1 -0.1 -1.07
C 3.85781 1.15861 2.28149 0.0 0.0 0.0 -1.07
As 2.06726 1.68820 1.64342 0.0 0.0 0.0 1.11
C 2.73248 3.04522 0.38753 0.0 0.0 0.0 -1.01
C 1.68727 3.03961 3.06780 0.0 0.0 0.0 -1.77
C 1.16826 2.56503 4.44145 0.0 0.0 0.0 3.27
C 1.85423 1.25533 4.85278 0.0 0.0 0.0 -2.14
C -0.35294 2.37976 4.47933 0.0 0.0 0.0 -1.77
As -1.24057 1.03641 3.32596 0.0 0.0 -0.1 1.07
C -3.00076 1.35896 4.15376 0.0 0.0 0.0 -1.42
C -0.85519 -0.59440 4.34606 0.0 0.0 0.0 -1.29
C 1.56496 3.60062 5.51932 0.0 0.0 0.0 -2.21
As 0.90195 5.46347 5.65660 0.0 0.0 0.0 0.26
C -0.88466 5.16210 6.42828 0.0 0.0 0.0 -1.06
C 0.31028 5.98548 3.86013 0.0 0.0 0.0 -1.00
H 4.32255 1.96205 2.85852 0.0 0.0 0.0 0.47
H 4.46390 0.95305 1.40069 -0.1 0.1 0.2 0.02
H 3.79953 0.24795 2.87479 0.0 0.0 0.0 0.24
H 3.56016 3.60517 0.82938 0.0 0.0 0.0 0.51
H 1.93005 3.73288 0.11880 0.0 0.0 0.0 0.35
H 3.07454 2.54289 -0.51878 0.0 0.0 0.0 0.03
H 0.97795 3.73501 2.61323 0.0 0.0 0.0 0.09
H 2.62212 3.59286 3.21218 0.0 0.0 0.0 0.52
H 1.67605 0.46165 4.12487 0.0 0.0 0.0 0.10
H 1.48231 0.91398 5.82312 0.0 0.0 0.0 0.52
H 2.93411 1.39471 4.93116 0.0 0.0 0.0 0.42
H -0.83422 3.32055 4.20128 0.0 0.0 0.0 -0.14
H -0.65905 2.15742 5.50889 0.0 0.0 0.0 0.64
H -2.94616 1.29299 5.24248 0.0 0.0 0.0 0.38
H -3.70461 0.61471 3.78118 0.0 0.0 0.0 0.40
H -3.36633 2.34655 3.87008 0.0 0.0 0.0 0.36
H -0.67085 -0.35993 5.39598 0.0 0.0 0.0 0.48
H -0.00175 -1.11548 3.91315 0.0 0.0 0.0 0.13
H -1.72977 -1.24009 4.27556 0.0 -0.1 0.0 0.50
H 2.65314 3.70798 5.49595 0.0 0.0 0.0 0.58
H 1.32643 3.19557 6.51112 0.0 0.0 0.0 0.53
H -0.78309 4.58592 7.34848 0.0 0.0 0.0 0.31
H -1.55433 4.63463 5.75209 0.0 0.0 0.0 0.24
H -1.31816 6.13100 6.67792 0.0 0.0 0.0 0.41
H 1.15948 6.04535 3.18239 0.0 0.0 0.0 0.30
H -0.12891 6.97997 3.95020 0.0 0.0 0.0 0.43
H -0.43224 5.31017 3.43977 0.0 0.0 0.0 0.23
Se 1.72931 -2.20626 1.12368 -0.1 0.0 0.0 -0.59
P 1.53310 -1.75089 -1.02210 0.0 -0.1 0.1 0.51
Se -0.24702 -0.90464 -4.47301 -0.1 0.1 0.0 -0.50
C 2.89903 -0.54908 -1.39476 0.0 0.0 0.0 1.14
C 4.01311 -0.44484 -0.56544 0.0 -0.1 -0.1 -0.84
C 5.06502 0.40014 -0.89078 0.0 0.0 -0.1 -0.80
C 5.00665 1.17640 -2.04077 0.0 0.0 0.0 -0.76
C 3.89117 1.09769 -2.86207 0.0 0.0 0.0 -0.91
C 2.84726 0.23643 -2.54470 0.0 0.0 0.0 -0.36
C 2.27425 -3.23858 -1.84027 0.0 0.0 0.0 0.53
C 3.50286 -3.75325 -1.42753 0.0 0.0 0.0 -0.44
C 4.04751 -4.86723 -2.04288 0.0 0.0 0.0 -0.77
C 3.36414 -5.49559 -3.07973 0.0 0.0 0.0 -0.56
C 2.13940 -4.99706 -3.49190 0.0 0.0 0.0 -0.72
C 1.59820 -3.87206 -2.87587 0.0 0.0 0.0 0.31
H 4.03089 -1.02898 0.34900 0.0 0.0 0.0 0.60
H 5.92742 0.46312 -0.23483 0.0 0.0 0.0 0.45
H 5.81981 1.85027 -2.28708 0.0 0.0 0.0 0.33
H 3.80703 1.71622 -3.74603 0.0 0.0 0.0 0.47
H 1.98418 0.18565 -3.19607 0.0 0.0 0.0 -0.09
H 4.01959 -3.28202 -0.60032 0.0 0.0 0.0 0.35
H 5.00561 -5.25212 -1.71125 0.0 0.0 0.0 0.37
H 3.78834 -6.36968 -3.56151 0.0 0.0 0.0 0.36
H 1.60042 -5.47465 -4.30184 0.0 0.0 0.0 0.40
H 0.65127 -3.46938 -3.21288 0.0 0.0 0.0 -0.24
C -1.35951 -4.68831 -4.64101 0.0 0.0 0.0 -1.13
Si -2.52744 -3.59679 -3.64776 0.0 0.0 0.0 0.47
C -3.41987 -2.45875 -4.83996 0.0 0.0 0.0 -1.34
C -3.94919 -4.70841 -3.02686 0.0 0.0 0.0 -1.35
N -1.74656 -2.83315 -2.28724 0.2 0.1 0.0 1.21
C -1.68965 -3.51910 -1.08577 0.0 0.0 0.1 0.05
C -1.67684 -4.91668 -0.93338 0.0 0.0 0.0 -0.10
C -1.65852 -5.51902 0.31547 0.0 0.0 0.0 -1.08
C -1.63233 -4.75879 1.47527 0.0 0.0 0.0 -0.47
C -1.59268 -3.37451 1.36546 0.0 0.0 0.0 -0.58
C -1.61663 -2.81343 0.11688 0.0 0.0 0.0 -0.22
F -1.52247 -1.44919 0.00142 -0.1 0.0 0.0 0.27
H -1.92758 -5.28891 -5.35849 0.0 0.0 0.0 0.56
H -0.80256 -5.36875 -3.99256 0.0 0.0 0.0 0.22
H -0.63945 -4.07689 -5.18931 0.0 0.0 0.0 0.31
H -4.33690 -2.07597 -4.38390 0.0 0.0 0.0 0.25
H -2.81653 -1.62588 -5.18919 0.0 0.0 0.0 0.22
H -3.70869 -3.07007 -5.70349 0.0 0.0 0.0 0.47
H -4.86715 -4.44299 -3.55815 0.0 0.0 0.0 0.47
H -4.13284 -4.58845 -1.95800 0.0 0.0 0.0 0.36
H -3.75702 -5.76974 -3.20749 0.0 0.0 0.0 0.30
H -1.67107 -5.53779 -1.81968 0.0 0.0 0.0 0.30
H -1.64616 -6.60112 0.37664 0.0 0.0 0.0 0.37
H -1.58901 -5.22793 2.44941 0.0 0.0 0.0 0.38
H -1.48136 -2.73264 2.22485 0.0 0.1 0.1 0.43
N -0.84326 2.35534 -0.21116 -0.1 0.0 0.0 0.24
C -0.24797 2.03270 -1.38358 0.0 -0.1 0.2 0.62
O -0.07630 0.80392 -1.62533 0.0 -0.1 -0.2 1.46
C 0.17510 3.09581 -2.22039 0.0 0.0 0.0 0.89
C -0.04227 4.41549 -1.76964 -0.1 0.0 -0.1 -0.80
N -0.27728 5.47170 -1.35523 0.1 0.0 0.1 -0.78
C 0.77654 2.91859 -3.48737 0.1 -0.1 0.1 -0.31
N 1.30379 2.84523 -4.51189 0.0 0.0 0.0 -0.80
H -1.08678 3.30465 0.00803 0.0 0.0 0.0 0.17
H -1.09013 1.60628 0.41326 0.0 0.0 0.1 -0.25
C -2.80720 2.02955 -3.69715 0.0 0.0 0.0 -1.38
C -3.56852 0.79381 -3.23400 0.0 0.0 0.0 1.42
C -4.97423 1.19646 -2.77467 0.0 0.0 0.0 -1.80
C -2.83150 0.03501 -2.12941 0.0 0.0 -0.1 -0.87
H -3.33998 2.54390 -4.50335 0.0 0.0 0.0 0.47
H -1.81380 1.76279 -4.05920 0.0 0.0 0.0 0.09
H -2.69112 2.73920 -2.87152 0.0 0.0 0.0 0.20
H -3.68205 0.13254 -4.09755 0.0 0.0 0.0 -0.28
H -4.90841 1.87110 -1.91467 0.0 0.0 0.0 0.30
H -5.55337 0.32167 -2.46704 0.0 0.0 0.0 0.35
H -5.52701 1.71394 -3.56653 0.0 0.0 0.0 0.46
H -3.46870 -0.78227 -1.76640 0.0 0.0 0.0 0.54
H -2.69884 0.71348 -1.27300 0.0 0.0 0.0 0.48